No. 1
The following is a DFT calculation (ωB97M-V with the def2-TZVPD basis set) of a single C6H5N molecule.

Cartesian coordinates (Å):
1 C -0.464 -0.998 -2.468
2 C 0.105 -0.312 -1.661
3 C 0.803 0.519 -0.719
4 N 1.616 -0.068 0.350
5 C 0.374 0.608 0.704
6 C -0.754 0.097 1.397
7 C -1.663 -0.132 2.145
8 H -0.973 -1.608 -3.169
9 H 1.259 1.407 -1.132
10 H 1.544 -1.084 0.348
11 H 0.384 1.519 1.297
12 H -2.273 0.048 2.984

## Properties
orbital gap = 10.32 eV
strongest force on any atom = 0.0354 Eh/bohr
molecular weight = 91.11 g/mol
relative energy (zero: lowest compared OMol25 entry of this formula, charge and spin) = 414.1 kJ/mol


No. 2
The following is a DFT calculation (ωB97M-V with the def2-TZVPD basis set) of 3 unconnected molecules or ions with the total composition C29H38FN3O11.

Cartesian coordinates (Å):
1 C 5.692 -0.826 -1.044
2 C 4.653 0.066 -0.422
3 O 4.451 0.114 0.759
4 O 3.929 0.871 -1.230
5 C 3.925 0.657 -2.646
6 C 2.701 1.341 -3.266
7 C 1.443 1.331 -2.382
8 C 0.451 0.221 -2.723
9 C 1.075 -1.162 -2.388
10 C 1.694 -1.928 -3.566
11 C 0.880 -3.137 -3.980
12 F 2.953 -2.415 -3.129
13 O 0.135 0.311 -4.126
14 C -1.071 -0.291 -4.296
15 O -1.443 -0.800 -5.299
16 O -1.772 -0.231 -3.153
17 C -0.973 0.424 -2.105
18 C -1.292 -0.348 -0.819
19 C -0.255 -0.315 0.321
20 C -0.606 0.543 1.536
21 O -1.991 0.432 1.862
22 N -1.385 1.824 -2.162
23 C -1.261 2.581 -0.918
24 C -2.722 2.000 -2.705
25 C -2.790 2.323 -4.173
26 O -3.693 1.973 -2.002
27 H 6.235 -1.328 -0.253
28 H 5.213 -1.566 -1.689
29 H 6.355 -0.234 -1.676
30 H 3.909 -0.408 -2.876
31 H 4.837 1.075 -3.081
32 H 2.950 2.377 -3.500
33 H 2.517 0.855 -4.223
34 H 1.723 1.195 -1.340
35 H 0.952 2.300 -2.452
36 H 0.364 -1.828 -1.901
37 H 1.876 -1.010 -1.666
38 H 1.902 -1.277 -4.414
39 H 0.943 -3.860 -3.162
40 H -0.168 -2.887 -4.132
41 H 1.299 -3.604 -4.870
42 H -1.419 -1.378 -1.143
43 H -2.269 -0.020 -0.463
44 H 0.736 -0.013 -0.017
45 H -0.144 -1.337 0.680
46 H 0.012 0.217 2.376
47 H -0.353 1.589 1.358
48 H -2.051 0.103 2.764
49 H -0.214 2.652 -0.626
50 H -1.864 2.183 -0.099
51 H -1.604 3.599 -1.105
52 H -3.063 3.375 -4.273
53 H -1.825 2.181 -4.655
54 H -3.550 1.711 -4.654
55 O -6.862 0.712 6.736
56 N -6.059 0.482 5.854
57 O -5.546 -0.601 5.649
58 C -5.674 1.598 4.970
59 C -6.211 2.850 5.204
60 C -5.834 3.897 4.377
61 C -4.936 3.678 3.340
62 C -4.411 2.410 3.121
63 C -4.784 1.357 3.940
64 H -6.908 3.003 6.014
65 H -6.242 4.884 4.544
66 H -4.643 4.499 2.699
67 H -3.714 2.235 2.313
68 H -4.395 0.363 3.779
69 O 0.009 -3.190 1.923
70 N 1.133 -3.551 1.623
71 O 1.408 -4.158 0.607
72 C 2.234 -3.191 2.529
73 C 1.941 -2.522 3.703
74 C 2.985 -2.177 4.547
75 C 4.292 -2.498 4.205
76 C 4.562 -3.167 3.019
77 C 3.528 -3.522 2.169
78 H 0.920 -2.280 3.954
79 H 2.776 -1.655 5.471
80 H 5.103 -2.225 4.866
81 H 5.581 -3.412 2.753
82 H 3.721 -4.038 1.241

## Properties
orbital gap = 8.79 eV
strongest force on any atom = 0.0154 Eh/bohr
molecular weight = 623.63 g/mol
relative energy (zero: lowest compared OMol25 entry of this formula, charge and spin) = 0.0 kJ/mol


No. 3
The following is a DFT calculation (ωB97M-V with the def2-TZVPD basis set) of 9 unconnected molecules or ions with the total composition C45H95F6O25.

Cartesian coordinates (Å):
1 O 0.450 1.514 -0.889
2 C 0.160 0.623 0.009
3 O -0.256 -0.496 -0.261
4 O 0.329 0.969 1.219
5 H 0.568 2.132 -0.163
6 C -3.112 2.812 -0.487
7 O -3.881 3.826 -1.218
8 C -4.381 3.209 -2.436
9 C -5.532 4.037 -3.173
10 O -6.308 3.147 -4.000
11 C -5.664 2.680 -5.179
12 C -6.441 1.458 -5.686
13 O -6.146 0.367 -4.885
14 C -7.000 0.155 -3.739
15 H -3.868 2.101 -0.155
16 H -2.742 3.224 0.452
17 H -2.302 2.315 -1.022
18 H -4.852 2.260 -2.176
19 H -3.669 3.070 -3.249
20 H -5.210 4.908 -3.744
21 H -6.130 4.565 -2.430
22 H -4.616 2.396 -5.087
23 H -5.698 3.433 -5.967
24 H -6.188 1.232 -6.722
25 H -7.512 1.660 -5.654
26 H -6.466 0.647 -2.925
27 H -7.160 -0.903 -3.531
28 H -7.949 0.673 -3.878
29 C 1.426 -6.695 -0.951
30 O 1.343 -5.367 -1.549
31 C 2.589 -4.741 -1.487
32 C 2.726 -3.602 -2.524
33 O 1.763 -2.583 -2.171
34 C 1.696 -1.421 -2.989
35 C 1.104 -1.620 -4.442
36 O -0.213 -2.251 -4.362
37 C -0.776 -2.481 -5.627
38 H 1.979 -7.411 -1.559
39 H 0.423 -7.102 -0.818
40 H 1.944 -6.742 0.007
41 H 3.464 -5.364 -1.673
42 H 2.700 -4.202 -0.545
43 H 2.494 -3.993 -3.515
44 H 3.697 -3.133 -2.681
45 H 2.699 -1.003 -3.061
46 H 1.173 -0.676 -2.389
47 H 1.821 -2.090 -5.116
48 H 0.976 -0.605 -4.817
49 H -0.235 -3.328 -6.050
50 H -0.866 -1.725 -6.407
51 H -1.778 -2.908 -5.645
52 C -2.265 -6.663 0.461
53 O -2.972 -5.562 -0.056
54 C -4.108 -5.891 -0.868
55 C -4.951 -4.676 -1.229
56 O -4.128 -3.864 -2.036
57 C -4.706 -2.632 -2.570
58 C -3.739 -1.853 -3.399
59 O -2.597 -1.299 -2.763
60 C -2.156 -0.069 -3.323
61 H -1.440 -6.285 1.064
62 H -1.832 -7.247 -0.351
63 H -2.927 -7.263 1.087
64 H -4.741 -6.615 -0.356
65 H -3.720 -6.436 -1.728
66 H -5.279 -4.180 -0.315
67 H -5.779 -5.071 -1.818
68 H -5.013 -1.968 -1.762
69 H -5.596 -2.851 -3.162
70 H -4.364 -1.081 -3.847
71 H -3.469 -2.597 -4.148
72 H -2.145 -0.103 -4.412
73 H -1.123 -0.022 -2.979
74 H -2.804 0.697 -2.897
75 C 6.441 1.827 4.940
76 O 5.729 2.091 3.733
77 C 6.285 3.199 3.078
78 C 5.553 3.438 1.683
79 O 4.374 4.215 1.911
80 C 3.228 3.445 2.349
81 C 1.960 4.183 1.940
82 O 1.638 4.078 0.513
83 C 0.481 4.828 0.150
84 H 6.364 2.636 5.667
85 H 7.494 1.606 4.768
86 H 6.072 0.901 5.380
87 H 7.358 3.062 2.948
88 H 6.181 4.100 3.683
89 H 5.389 2.467 1.216
90 H 6.254 3.995 1.061
91 H 3.212 3.243 3.420
92 H 3.212 2.466 1.871
93 H 2.073 5.221 2.254
94 H 1.098 3.748 2.446
95 H -0.383 4.350 0.613
96 H 0.342 4.761 -0.929
97 H 0.665 5.848 0.485
98 C -0.656 -3.007 7.004
99 O 0.316 -2.425 6.117
100 C 1.265 -1.671 6.850
101 C 2.378 -1.067 5.942
102 O 1.775 -0.429 4.852
103 C 2.630 0.389 4.083
104 C 3.500 -0.401 3.034
105 O 2.559 -1.119 2.306
106 C 3.018 -1.493 1.014
107 H -0.253 -3.578 7.841
108 H -1.216 -3.775 6.471
109 H -1.338 -2.223 7.332
110 H 1.716 -2.330 7.591
111 H 0.864 -0.895 7.502
112 H 3.064 -1.839 5.592
113 H 2.929 -0.385 6.590
114 H 3.268 1.081 4.632
115 H 1.925 0.989 3.508
116 H 4.185 -1.134 3.460
117 H 4.045 0.414 2.558
118 H 2.162 -1.692 0.369
119 H 3.470 -2.475 1.157
120 H 3.822 -0.946 0.522
121 C -2.883 -4.435 3.078
122 O -2.726 -3.269 3.871
123 C -3.787 -3.101 4.838
124 C -3.778 -1.628 5.387
125 O -2.512 -0.943 5.554
126 C -2.679 0.394 6.171
127 C -1.401 1.241 6.052
128 O -1.040 1.486 4.688
129 C -1.792 2.419 3.924
130 H -3.881 -4.402 2.642
131 H -2.768 -5.293 3.739
132 H -2.164 -4.392 2.259
133 H -3.590 -3.847 5.608
134 H -4.733 -3.299 4.333
135 H -4.267 -1.609 6.361
136 H -4.306 -0.923 4.744
137 H -2.885 0.136 7.210
138 H -3.513 0.929 5.718
139 H -0.582 0.684 6.507
140 H -1.515 2.188 6.579
141 H -1.753 3.447 4.282
142 H -2.807 2.028 3.868
143 H -1.426 2.389 2.897
144 C 0.454 2.195 -3.905
145 C 0.632 3.762 -3.828
146 O 1.930 4.205 -4.073
147 C 2.183 5.508 -4.203
148 O 1.412 6.415 -3.948
149 C 3.631 5.821 -4.613
150 F 4.330 6.208 -3.530
151 F 4.319 4.818 -5.113
152 F 3.594 6.825 -5.547
153 H -0.536 1.900 -3.556
154 H 1.244 1.661 -3.377
155 H 0.540 1.919 -4.956
156 H 0.342 4.082 -2.827
157 H -0.076 4.179 -4.545
158 C 3.720 2.741 -1.687
159 C 3.840 1.247 -1.432
160 O 5.258 0.898 -1.193
161 C 6.034 0.242 -2.114
162 O 5.525 -0.359 -3.095
163 C 7.576 0.332 -1.822
164 F 7.854 1.367 -1.020
165 F 7.885 -0.773 -1.239
166 F 8.297 0.307 -2.994
167 H 4.178 3.029 -2.633
168 H 4.248 3.352 -0.954
169 H 2.676 3.036 -1.794
170 H 3.413 0.869 -2.360
171 H 3.120 0.875 -0.703

## Properties
orbital gap = 6.50 eV
strongest force on any atom = 0.1344 Eh/bohr
charge = -1
molecular weight = 1150.22 g/mol
relative energy (zero: lowest compared OMol25 entry of this formula, charge and spin) = 304.0 kJ/mol